This record from OMol25 describes a single C25H37N5O6S molecule at a distorted geometry. The level of theory is the ωB97M-V functional and the def2-TZVPD basis.

Structure (XYZ):
```
74
Properties=species:S:1:pos:R:3
S -2.17 -0.03 0.68
O 4.63 -0.01 1.19
O -5.73 2.01 1.11
O 2.69 -3.93 0.11
O -2.80 -1.14 1.34
O 2.38 3.49 0.30
O -1.85 -0.20 -0.72
N 1.81 -2.04 -0.81
N 0.92 -0.11 -1.78
N 2.92 1.47 -0.57
N 3.69 -1.95 0.55
N -3.00 1.39 0.82
C 1.46 1.49 1.28
C 2.73 -2.73 -0.04
C 6.06 1.77 -1.00
C -6.13 2.05 -1.22
C -0.64 0.37 1.51
C 4.94 2.72 -1.41
C -3.79 1.86 -0.30
C -0.21 -0.25 2.67
C 0.16 1.26 0.84
C 3.59 2.05 -1.72
C 1.89 0.91 2.47
C -1.65 -3.63 -0.99
C -5.04 1.54 2.25
C 2.88 0.05 -0.41
C 6.41 0.75 -2.08
C -3.51 1.76 2.12
C 1.86 -0.69 -0.98
C 3.81 -0.57 0.49
C 0.74 -2.86 -1.38
C -0.37 -3.10 -0.36
C -5.38 0.09 2.60
C 1.05 0.06 3.16
C -1.47 -5.01 -1.63
C -5.26 1.48 -0.12
C 2.33 2.28 0.34
H -3.29 2.83 2.27
H -5.82 1.66 -2.19
H 5.60 0.03 -2.22
H 5.23 3.27 -2.32
H 6.61 1.24 -3.03
H -7.17 1.79 -1.04
H -2.41 -3.68 -0.22
H -0.23 1.74 -0.04
H 0.36 -2.36 -2.27
H -0.05 -0.41 -1.67
H 1.39 -0.40 4.08
H -5.41 2.19 3.06
H -5.14 -0.10 3.64
H 1.19 -3.81 -1.66
H -2.98 1.18 2.86
H -4.82 -0.61 1.99
H -3.69 2.95 -0.35
H -1.06 -5.71 -0.90
H -0.01 -3.80 0.39
H 1.01 0.90 -1.84
H 5.78 1.26 -0.08
H 2.89 1.10 2.82
H -6.05 3.14 -1.23
H -0.80 -4.96 -2.48
H 4.34 -2.44 1.15
H -6.45 -0.07 2.44
H -3.37 1.41 -1.20
H -0.61 -2.16 0.15
H -5.34 0.38 -0.10
H -0.86 -0.97 3.15
H -2.00 -2.92 -1.74
H -2.43 -5.39 -1.97
H 6.94 2.38 -0.79
H 4.77 3.45 -0.62
H 2.93 2.82 -2.13
H 7.30 0.19 -1.79
H 3.72 1.26 -2.47
```

Its total energy is -57098.385 eV. The LUMO energy comes out at 0.30 eV. The largest force on an atom comes out at 1.06 eV/Å.

Results of the Mulliken charge analysis, in e, for atoms 1 through 4: atom 1 (S): 1.337, atom 2 (O): -0.752, atom 3 (O): -0.434, atom 4 (O): -0.652

This record from OMol25 describes a molecular structure, C14H18BCaN7O2 at a distorted geometry. The level of theory is the ωB97M-V functional and the def2-TZVPD basis.

Structure (XYZ):
```
43
Properties=species:S:1:pos:R:3
Ca -0.48 -0.13 0.64
O 2.85 0.36 0.93
O -0.47 0.07 4.13
N -2.01 -0.17 -2.24
N -0.16 1.58 -1.96
N -0.17 1.69 -0.60
N 0.46 -0.89 -2.20
N 0.99 0.15 2.31
N -2.32 -0.35 -0.92
N 0.57 -1.22 -0.88
C -3.62 -0.67 -0.84
C 1.50 -2.18 -0.74
C 1.94 0.38 4.44
C 1.32 -1.66 -2.90
C -4.16 -0.68 -2.13
C 3.05 0.44 3.39
C 0.20 2.93 -0.25
C 1.99 -2.49 -2.01
C -3.12 -0.36 -2.99
C -1.29 -1.99 1.73
C 2.31 0.31 2.03
C 0.44 3.66 -1.42
C 0.64 0.18 3.64
C 0.21 2.78 -2.47
B -0.53 0.23 -2.67
H 1.85 1.32 5.00
H -2.30 -2.15 1.32
H 3.75 -0.40 3.49
H -4.08 -0.87 0.15
H -0.48 0.36 -3.85
H 3.60 1.39 3.44
H 1.36 -1.53 -3.97
H 0.27 3.21 0.82
H 2.74 -3.20 -2.24
H 0.74 4.67 -1.48
H -0.50 -2.67 1.37
H 2.09 -0.45 5.15
H 1.74 -2.57 0.26
H -1.77 0.82 1.77
H -1.20 -1.66 2.77
H -3.04 -0.24 -4.06
H -5.16 -0.89 -2.39
H 0.25 2.88 -3.55
```

Its total energy is -48450.261 eV. The LUMO energy (spin up / spin down) comes out at -2.28 / -1.39 eV. The largest force on an atom comes out at 3.18 eV/Å.

Results of the Mulliken charge analysis, in e, for atoms 1 through 4: atom 1 (Ca): 2.130, atom 2 (O): -0.646, atom 3 (O): -0.664, atom 4 (N): 0.099

This record from OMol25 describes a molecular structure, C18H18NO4Zn at a distorted geometry. The level of theory is the ωB97M-V functional and the def2-TZVPD basis.

Structure (XYZ):
```
42
Properties=species:S:1:pos:R:3
Zn 0.01 0.69 -0.21
O -1.77 -3.04 1.18
O 1.85 0.70 -0.31
O -3.74 -2.04 1.23
O -2.14 -1.20 -0.17
N -2.59 -2.21 0.86
C -0.23 1.55 1.88
C -0.91 -0.99 -2.12
C 4.61 5.33 -2.05
C 0.48 -1.01 -2.14
C -0.15 -2.66 -0.65
C 0.93 -2.06 -1.22
C 5.15 4.48 -3.02
C 4.81 3.12 -3.05
C 3.98 2.59 -2.07
C -1.46 1.40 1.15
C 2.75 1.50 0.42
C -2.04 0.13 1.58
C -1.15 -0.47 2.50
C 2.71 2.93 0.02
C 3.73 4.84 -1.10
C -0.03 0.36 2.66
C -1.41 -2.01 -1.13
C 3.45 3.44 -1.03
H -1.60 -0.35 -2.65
H 2.52 1.46 1.51
H 0.36 2.47 1.98
H 3.70 1.53 -2.05
H -2.12 -2.78 -1.48
H -0.16 -3.50 0.01
H 2.02 3.58 0.56
H 4.89 6.39 -2.03
H 0.83 0.14 3.31
H 5.85 4.88 -3.77
H -3.09 -0.09 1.48
H -2.05 2.19 0.67
H 1.15 -0.44 -2.79
H 3.26 5.50 -0.36
H -1.35 -1.38 3.05
H 1.97 -2.36 -1.05
H 5.20 2.48 -3.83
H 3.75 1.09 0.22
```

Its total energy is -77046.767 eV. The LUMO energy (spin up / spin down) comes out at 2.16 / 1.63 eV. Its total charge is -1. The largest force on an atom comes out at 3.63 eV/Å.

Results of the Mulliken charge analysis, in e, for atoms 1 through 4: atom 1 (Zn): 0.328, atom 2 (O): -0.478, atom 3 (O): -0.311, atom 4 (O): -0.596

This record from OMol25 describes a molecular structure, C11H23O3P2Ti at a distorted geometry. The level of theory is the ωB97M-V functional and the def2-TZVPD basis.

Structure (XYZ):
```
40
Properties=species:S:1:pos:R:3
Ti -0.14 0.43 -0.82
P -0.20 -1.24 -2.84
P 1.25 -0.70 0.51
O 1.41 -2.11 1.34
O 2.32 0.29 1.29
O -0.75 1.42 0.51
C 3.38 1.02 0.59
C 0.13 2.15 2.70
C -5.10 1.00 -0.50
C 2.74 -3.00 -0.58
C 2.22 -3.22 0.82
C -3.49 -0.46 -1.23
C -1.01 2.22 1.71
C 2.98 1.86 -0.62
C -4.62 0.31 -1.64
C -4.41 0.56 0.65
C -3.35 -0.30 0.20
H -2.83 -1.01 -1.89
H -6.01 1.58 -0.49
H 0.83 -0.95 -3.80
H 4.13 0.28 0.29
H 0.10 2.96 3.43
H 1.61 -4.12 0.88
H 3.05 -3.36 1.53
H 2.68 1.29 -1.51
H 3.31 -3.88 -0.87
H -4.57 0.88 1.69
H 3.83 1.66 1.36
H -1.32 -1.10 -3.74
H 1.09 2.21 2.20
H -0.16 -2.68 -2.85
H -2.56 -0.68 0.84
H -4.97 0.40 -2.67
H 1.93 -2.88 -1.32
H 3.43 -2.15 -0.63
H 3.88 2.42 -0.93
H -1.95 1.85 2.14
H -1.22 3.24 1.39
H 2.24 2.63 -0.38
H 0.08 1.21 3.25
```

Its total energy is -59612.022 eV. The LUMO energy (spin up / spin down) comes out at 2.67 / 2.43 eV. Its total charge is -1. Its expectation value of S² is 2.022. The spin multiplicity is 3. The largest force on an atom comes out at 3.62 eV/Å.

Results of the Mulliken charge analysis, in e, for atoms 1 through 4: atom 1 (Ti): 0.138, atom 2 (P): -0.089, atom 3 (P): 0.775, atom 4 (O): -0.545

This record from OMol25 describes 2 unconnected molecules or ions with the total composition C2H7N3O at a distorted geometry. The level of theory is the ωB97M-V functional and the def2-TZVPD basis.

Structure (XYZ):
```
13
Properties=species:S:1:pos:R:3
O 1.58 -1.02 0.60
N 0.52 0.65 -0.41
N 2.76 0.51 -0.56
N 1.53 -0.05 -0.09
C -2.22 0.10 0.00
C -1.12 -0.51 0.75
H -3.17 -0.21 0.41
H -1.92 -0.10 -1.07
H -1.05 -0.09 1.72
H -0.81 -1.44 0.55
H 3.27 -0.24 -0.99
H 2.66 1.31 -1.12
H -2.04 1.08 0.22
```

Its total energy is -8698.788 eV. The LUMO energy (spin up / spin down) comes out at -0.08 / 0.00 eV. The largest force on an atom comes out at 4.80 eV/Å.

Results of the Mulliken charge analysis, in e, for atoms 1 through 4: atom 1 (O): -0.668, atom 2 (N): -0.770, atom 3 (N): -0.605, atom 4 (N): 1.192

This record from OMol25 describes a molecular structure, C24H45IN2O10S3 at a distorted geometry. The level of theory is the ωB97M-V functional and the def2-TZVPD basis.

Structure (XYZ):
```
85
Properties=species:S:1:pos:R:3
I -0.15 7.27 4.72
S -0.32 -4.07 -2.36
S -2.35 -6.79 -6.07
S 2.78 -0.33 3.69
O 1.38 -0.09 3.92
O 0.30 -2.96 -1.71
O 0.00 9.49 1.78
O 3.02 -1.89 3.55
O -1.33 -3.53 -3.46
O 3.45 0.36 2.64
O -0.99 -6.53 -5.71
O -3.26 -7.33 -5.11
O -2.38 -7.66 -7.39
O -0.97 -5.09 -1.59
N 1.38 7.65 1.79
N 3.80 5.43 -0.77
C -1.30 1.77 4.32
C -1.61 -8.89 -7.40
C -1.06 2.30 5.73
C -0.72 2.62 3.19
C 0.41 2.68 6.03
C 3.10 4.84 -1.75
C 1.08 6.17 1.73
C -3.05 -5.33 -6.76
C 1.04 5.00 -0.55
C -0.78 7.35 2.67
C -2.30 -10.01 -6.64
C 0.85 -4.82 -3.45
C 1.73 5.65 0.47
C 2.20 -2.61 2.60
C 2.65 -2.41 1.17
C 3.67 -0.10 5.19
C 1.74 4.59 -1.68
C -0.46 6.16 1.78
C 3.11 5.82 0.30
C 0.18 8.35 2.05
C -1.21 4.85 2.03
C -0.93 4.14 3.37
C -2.63 -3.10 -3.01
C -2.59 -1.73 -2.36
H 2.09 -3.07 0.50
H 0.45 3.55 6.67
H 1.16 -2.33 2.73
H -2.37 1.68 4.17
H -1.05 4.18 1.20
H 3.66 0.97 5.40
H -0.05 4.55 3.85
H 3.72 -2.62 1.07
H -2.34 -9.80 -5.57
H 4.69 -0.44 5.05
H 0.34 2.43 3.07
H 2.48 -1.38 0.84
H -3.17 -4.62 -5.94
H -2.09 -1.01 -3.02
H -0.02 4.81 -0.47
H -0.89 0.77 4.23
H 3.65 4.55 -2.63
H -4.02 -5.58 -7.19
H 0.88 1.86 6.57
H 1.67 -5.18 -2.84
H -1.82 7.63 2.55
H 1.20 -4.06 -4.15
H 0.99 2.83 5.13
H -2.27 5.11 2.00
H -2.38 -4.93 -7.51
H -1.34 1.53 6.44
H 1.64 7.96 0.86
H -1.70 3.15 5.94
H 2.30 -3.66 2.88
H -1.77 4.32 4.03
H -3.05 -3.85 -2.34
H 1.49 5.65 2.60
H -0.74 6.45 0.76
H -0.61 -8.70 -7.01
H -3.25 -3.07 -3.90
H -1.22 2.32 2.27
H -2.04 -1.75 -1.42
H -3.60 -1.38 -2.16
H 3.18 -0.65 5.98
H -1.75 -10.94 -6.79
H -1.51 -9.15 -8.45
H -3.32 -10.14 -6.99
H 0.37 -5.64 -3.98
H 1.22 4.09 -2.49
H 3.67 6.30 1.09
```

Its total energy is -89678.428 eV. The LUMO energy comes out at 0.37 eV. The largest force on an atom comes out at 1.42 eV/Å.

Results of the Mulliken charge analysis, in e, for atoms 1 through 4: atom 1 (I): 0.070, atom 2 (S): 1.206, atom 3 (S): 1.238, atom 4 (S): 1.239

Which formula does entry 4 have? C11H23O3P2Ti

Look up the largest force on an atom of the first one. 1.06 eV/Å

Please write out number 1 again, unchanged.
This record from OMol25 describes a single C25H37N5O6S molecule at a distorted geometry. The level of theory is the ωB97M-V functional and the def2-TZVPD basis.

Structure (XYZ):
```
74
Properties=species:S:1:pos:R:3
S -2.17 -0.03 0.68
O 4.63 -0.01 1.19
O -5.73 2.01 1.11
O 2.69 -3.93 0.11
O -2.80 -1.14 1.34
O 2.38 3.49 0.30
O -1.85 -0.20 -0.72
N 1.81 -2.04 -0.81
N 0.92 -0.11 -1.78
N 2.92 1.47 -0.57
N 3.69 -1.95 0.55
N -3.00 1.39 0.82
C 1.46 1.49 1.28
C 2.73 -2.73 -0.04
C 6.06 1.77 -1.00
C -6.13 2.05 -1.22
C -0.64 0.37 1.51
C 4.94 2.72 -1.41
C -3.79 1.86 -0.30
C -0.21 -0.25 2.67
C 0.16 1.26 0.84
C 3.59 2.05 -1.72
C 1.89 0.91 2.47
C -1.65 -3.63 -0.99
C -5.04 1.54 2.25
C 2.88 0.05 -0.41
C 6.41 0.75 -2.08
C -3.51 1.76 2.12
C 1.86 -0.69 -0.98
C 3.81 -0.57 0.49
C 0.74 -2.86 -1.38
C -0.37 -3.10 -0.36
C -5.38 0.09 2.60
C 1.05 0.06 3.16
C -1.47 -5.01 -1.63
C -5.26 1.48 -0.12
C 2.33 2.28 0.34
H -3.29 2.83 2.27
H -5.82 1.66 -2.19
H 5.60 0.03 -2.22
H 5.23 3.27 -2.32
H 6.61 1.24 -3.03
H -7.17 1.79 -1.04
H -2.41 -3.68 -0.22
H -0.23 1.74 -0.04
H 0.36 -2.36 -2.27
H -0.05 -0.41 -1.67
H 1.39 -0.40 4.08
H -5.41 2.19 3.06
H -5.14 -0.10 3.64
H 1.19 -3.81 -1.66
H -2.98 1.18 2.86
H -4.82 -0.61 1.99
H -3.69 2.95 -0.35
H -1.06 -5.71 -0.90
H -0.01 -3.80 0.39
H 1.01 0.90 -1.84
H 5.78 1.26 -0.08
H 2.89 1.10 2.82
H -6.05 3.14 -1.23
H -0.80 -4.96 -2.48
H 4.34 -2.44 1.15
H -6.45 -0.07 2.44
H -3.37 1.41 -1.20
H -0.61 -2.16 0.15
H -5.34 0.38 -0.10
H -0.86 -0.97 3.15
H -2.00 -2.92 -1.74
H -2.43 -5.39 -1.97
H 6.94 2.38 -0.79
H 4.77 3.45 -0.62
H 2.93 2.82 -2.13
H 7.30 0.19 -1.79
H 3.72 1.26 -2.47
```

Its total energy is -57098.385 eV. The LUMO energy comes out at 0.30 eV. The largest force on an atom comes out at 1.06 eV/Å.

Results of the Mulliken charge analysis, in e, for atoms 1 through 4: atom 1 (S): 1.337, atom 2 (O): -0.752, atom 3 (O): -0.434, atom 4 (O): -0.652

Which value of largest force on an atom does entry 4 give? 3.62 eV/Å